Record 1
Molecular formula: C2H5N3S
Method: DFT, ωB97M-V/def2-TZVPD

E_LUMO ... 0.025 Ha
Frontier orbital gap ... 0.3029 Eh
Energy above the lowest of the compared OMol25 structures with the same formula, charge and spin ... 2.948 eV

```
! RIJCOSX wB97M-V def2-TZVPD def2/J DEFGRID3
* xyz 0 1
C 0.77197 -0.02496 0.14857
C -1.69425 0.64827 -0.11059
N 1.51522 0.92148 0.72592
N 1.80905 -0.88623 -0.28602
N -0.51784 -0.26239 -0.15321
S 2.93662 0.08912 0.60418
H -2.37723 0.32863 0.70425
H -1.34879 1.75797 0.03413
H -2.32680 0.51156 -1.02835
H 1.98531 -1.82219 -0.24087
H -0.75325 -1.26125 -0.39801
*
```



Record 2
Molecular formula: C5H5NO
Method: DFT, ωB97M-V/def2-TZVPD

SMILES string ... N#CC/C=C/C=O
E_LUMO ... -0.011 Ha
Frontier orbital gap ... 0.3690 Eh
Energy above the lowest of the compared OMol25 structures with the same formula, charge and spin ... 1.259 eV

```
! RIJCOSX wB97M-V def2-TZVPD def2/J DEFGRID3
* xyz 0 1
O 2.23578 -1.27868 -1.16127
C 2.21161 -0.66945 -0.11553
C 0.96144 -0.18411 0.52034
C -1.49973 0.23699 0.37744
C -0.21828 -0.43129 -0.04523
C -1.86708 1.16081 -0.70632
N -2.08442 1.86781 -1.59510
H 3.15096 -0.40152 0.40609
H 1.04475 0.43598 1.41073
H -1.36047 0.80553 1.30373
H -2.31845 -0.47555 0.53378
H -0.25611 -1.06651 -0.92866
*
```



Record 3
Molecular formula: C12H19Cl2N5
Method: DFT, ωB97M-V/def2-TZVPD

SMILES string ... ClCCCl.CC#N.CC#N.CC#N.CC#N.CC#N
E_LUMO ... 0.012 Ha
Frontier orbital gap ... 0.4015 Eh
Energy above the lowest of the compared OMol25 structures with the same formula, charge and spin ... 1.060 eV

```
! RIJCOSX wB97M-V def2-TZVPD def2/J DEFGRID3
* xyz 0 1
C -7.69848 -1.35104 -4.66549
C -8.83667 -0.49468 -5.22105
N -9.70254 0.14668 -5.70082
H -6.89490 -1.49972 -5.38678
H -8.18492 -2.28357 -4.37938
H -7.40980 -0.91652 -3.70844
C 1.34193 -0.53089 5.08138
C 1.46513 -1.54157 3.96771
N 1.55760 -2.40625 3.19210
H 2.00968 0.32836 5.01906
H 1.64776 -0.96748 6.03215
H 0.35907 -0.07834 5.21284
C -1.29943 -5.64894 -2.68023
C -2.49801 -5.46518 -3.51436
N -3.41223 -5.35661 -4.18945
H -1.29952 -4.99383 -1.80907
H -0.42691 -5.40355 -3.28570
H -1.25876 -6.70915 -2.43045
C 2.27711 7.66265 1.79398
C 1.15694 7.09717 1.04357
N 0.25828 6.65611 0.54740
H 3.20093 7.10909 1.62597
H 1.93527 7.58959 2.82640
H 2.27463 8.73973 1.62668
C 6.69203 -1.13030 3.84288
C 5.98223 0.00062 3.27780
N 5.34214 0.92115 2.89053
H 6.96069 -0.88847 4.87120
H 7.61629 -1.20512 3.26995
H 6.22269 -2.11132 3.91657
Cl 1.69839 0.09638 -2.89902
C 0.73774 0.98506 -1.71065
C -0.60157 0.33690 -1.37444
Cl -1.66505 0.20127 -2.69775
H 0.56979 1.99794 -2.07668
H 1.33160 0.98909 -0.79664
H -1.04022 0.80079 -0.49098
H -0.40881 -0.67597 -1.02085
*
```



Record 4
Molecular formula: C10H18N3
Method: DFT, ωB97M-V/def2-TZVPD

E_LUMO ... -0.123 Ha
Frontier orbital gap ... 0.3162 Eh
Energy above the lowest of the compared OMol25 structures with the same formula, charge and spin ... 3.989 eV

```
! RIJCOSX wB97M-V def2-TZVPD def2/J DEFGRID3
* xyz 1 1
C -1.83656 -1.16819 -0.24974
C -1.67670 1.19683 -0.51628
C -2.46461 0.08784 -0.23032
C -0.51238 -1.39119 -0.34057
C -0.26198 0.99888 -0.68729
C 0.27356 -0.26141 -0.61009
C -3.96025 0.21151 -0.06063
C 0.05371 -2.76813 -0.38080
C 0.57276 2.18132 -1.04464
C 1.61928 0.05195 1.34412
N 0.93897 1.02612 1.98454
N 2.69601 0.23263 0.58437
N 3.41850 -0.75148 0.03253
H -2.48586 -1.95569 0.10590
H -2.00974 2.19516 -0.48855
H -4.08903 0.22594 1.03959
H -4.28837 1.15648 -0.43491
H -4.39181 -0.70104 -0.56721
H 0.12114 -3.43032 0.54663
H -0.44026 -3.38000 -1.16755
H 1.09676 -2.56349 -0.64105
H 0.11852 3.23197 -0.85756
H 1.49296 2.12606 -0.37640
H 0.70809 2.19118 -2.07104
H 1.47256 -1.09066 1.44907
H 1.29625 2.00622 2.05731
H 0.13163 0.84156 2.48769
H 2.92148 1.15776 0.29244
H 1.29246 -0.48211 -1.01545
H 4.42730 -0.45312 -0.14617
H 3.49466 -1.68087 0.48520
*
```



Question: What is the formula in the third record?
Answer: C12H19Cl2N5



Question: Among the records above, which one has the lowest E_LUMO?
Answer: C10H18N3



Question: Which formula does entry 4 have?
Answer: C10H18N3



Question: Which of these has the highest E_LUMO?
Answer: C2H5N3S